ORCA calculation (wB97M-V/def2-TZVPD) on a cluster of 2 separate species, C5H16N3S in total.

As for the total energy: -762.44155 a.u. As for the HOMO energy (spin up / spin down): -3.47 / -8.19 eV. For the LUMO energy (spin up / spin down), the calculation gives 0.969 / 0.895 eV. For the largest force on an atom, the calculation gives 3.120 eV/A.

```
! wB97M-V def2-TZVPD RIJCOSX def2/J DEFGRID3
* xyz 0 2
C 2.39 0.72 1.09
C 0.81 2.12 -0.29
N 1.83 1.18 -0.18
N 0.36 2.74 0.86
N 0.01 2.18 -1.43
H 2.03 0.60 -0.97
H 0.88 2.89 1.70
H -0.37 3.43 0.84
H 0.28 1.75 -2.28
H -0.94 2.48 -1.28
H 2.86 -0.21 0.95
H 1.70 0.88 1.91
H 3.23 1.40 1.32
C -1.29 -1.52 -0.89
C -2.58 -0.68 -0.89
C -0.05 -3.04 1.08
S -0.51 -1.34 0.74
H -1.53 -2.57 -1.09
H -0.74 -1.27 -1.80
H -3.15 -1.01 -1.77
H -2.33 0.38 -0.97
H 0.41 -3.55 0.23
H 0.78 -3.01 1.79
H -0.86 -3.69 1.38
H -3.20 -0.87 -0.03
*
```

ORCA calculation (wB97M-V/def2-TZVPD) on a cluster of 13 separate species, C4H34N2O14 in total.

As for the total energy: -1335.67523 a.u. As for the HOMO energy: -9.96 eV. For the LUMO energy, the calculation gives 0.019 eV. For the largest force on an atom, the calculation gives 2.722 eV/A. The calculation puts the relative energy (zero: lowest compared OMol25 entry of this formula, charge and spin) at 279.6 kJ/mol.

```
! wB97M-V def2-TZVPD RIJCOSX def2/J DEFGRID3
* xyz 0 1
C -0.35 0.69 3.18
C -0.34 0.17 1.73
C -1.23 1.04 0.79
O -0.50 2.20 0.48
N -0.85 -1.26 1.80
C -0.18 -2.30 1.27
N -0.65 -3.56 1.50
O 0.84 -2.10 0.58
H -1.33 0.75 3.73
H 0.24 -0.07 3.73
H 0.20 1.64 3.14
H 0.64 0.31 1.24
H -1.68 0.56 -0.07
H -2.19 1.33 1.33
H -0.30 2.58 1.35
H -1.70 -1.23 2.32
H -0.20 -4.33 1.04
H -1.64 -3.69 1.48
H -1.49 -0.87 -3.43
H -1.84 -0.55 -1.90
O -1.31 -1.10 -2.51
H 1.13 -0.39 -0.83
H 0.06 -0.29 -1.75
O 1.05 -0.10 -1.75
H 1.73 0.86 -3.76
H 2.05 1.79 -2.84
O 2.47 1.49 -3.67
H -3.06 -2.69 -0.33
H -3.95 -2.22 0.75
O -3.51 -3.03 0.46
H 2.50 -2.13 1.57
H 3.37 -1.00 1.26
O 3.38 -1.78 1.84
H 0.35 2.54 -1.65
H -0.34 3.29 -0.70
O -0.33 3.22 -1.72
H -0.98 -3.58 -2.97
H 0.43 -3.76 -2.55
O -0.35 -4.30 -2.69
H 2.64 3.30 0.81
H 2.16 2.07 1.43
O 1.83 2.96 1.20
H -3.41 0.93 -1.45
H -4.65 0.34 -0.75
O -3.70 0.20 -0.86
H 4.99 1.13 -0.04
H 3.75 1.60 -0.82
O 4.05 1.33 0.05
H 2.74 -0.21 2.65
H 3.48 0.95 1.90
O 2.74 0.74 2.49
H -1.67 2.42 -2.14
H -2.68 2.31 -3.35
O -2.40 1.82 -2.57
*
```

ORCA calculation (wB97M-V/def2-TZVPD) on the ion CH2NO4P with charge -2.

As for the total energy: -736.47410 a.u. As for the HOMO energy: 0.38 eV. For the LUMO energy, the calculation gives 6.917 eV. Its SMILES is O=CNP(=O)([O-])[O-]. For the largest force on an atom, the calculation gives 2.656 eV/A. The calculation puts the relative energy (zero: lowest compared OMol25 entry of this formula, charge and spin) at 51.9 kJ/mol.

```
! wB97M-V def2-TZVPD RIJCOSX def2/J DEFGRID3
* xyz -2 1
C -0.62 -0.34 -0.14
N 0.29 0.37 0.55
O 2.74 -0.64 1.38
O 1.92 -0.96 -1.08
O -1.79 -0.03 -0.29
O 2.69 1.29 -0.33
P 2.19 -0.06 0.11
H -0.39 -1.39 -0.39
H 0.19 1.40 0.76
*
```